Record 1
The following is a DFT calculation (wB97M-V/def2-TZVPD) of a structure of composition C4H6N2O8S2Zn.

XYZ file:
```
23
Properties=species:S:1:pos:R:3:forces:R:3:lowdin_charge:R:1
Zn -0.176 -0.467 -0.135 0.3 0.1 0.2 0.50
S 0.967 -1.299 -2.308 -0.1 -0.3 0.4 0.25
O 1.271 -2.691 -2.555 0.4 -0.5 -0.5 -0.38
O 1.350 -0.410 -3.405 0.0 0.2 -0.1 -0.41
O -0.499 -1.151 -1.963 -0.8 0.2 -1.3 -0.43
O 1.582 -0.863 -0.994 1.1 0.5 -0.2 -0.44
S -1.705 -1.736 1.514 -0.5 -1.1 1.0 0.24
O -0.306 -2.003 1.084 1.1 -1.4 0.5 -0.42
O -1.985 -0.521 0.674 -1.5 1.3 -0.1 -0.44
O -2.602 -2.845 1.188 0.0 0.3 0.0 -0.40
O -1.731 -1.431 2.950 -0.2 0.3 0.0 -0.42
C 2.592 0.854 3.523 0.4 0.5 -0.4 -0.06
C 1.598 0.702 2.469 0.2 -0.1 0.7 -0.19
N 0.803 0.593 1.661 -0.2 0.2 -0.4 0.22
H 2.708 1.916 3.753 -0.2 0.0 0.1 0.07
H 3.560 0.542 3.129 -0.1 -0.3 0.1 0.08
H 2.345 0.324 4.437 -0.1 -0.2 -0.1 0.08
C -1.976 1.760 -2.867 0.1 -0.1 0.3 -0.05
C -0.988 1.765 -1.794 -0.2 -0.1 -0.4 -0.24
N -0.161 1.725 -1.004 0.0 0.5 0.3 0.17
H -2.626 2.632 -2.804 0.2 0.2 -0.1 0.07
H -2.606 0.879 -2.756 0.2 -0.2 -0.1 0.09
H -1.415 1.726 -3.799 -0.2 -0.1 -0.1 0.09
```
Positions in Å, forces in eV/Å.

**Energy relative to the best compared isomer or geometry (same formula, charge and spin)**: 0.0 kcal/mol
**Orbital gap**: 6.29 eV
**Total charge**: -2
**LUMO level**: 4.66 eV
**HOMO level**: -0.060 Eh
**Spin multiplicity**: 1

=====

Record 2
The following is a DFT calculation (wB97M-V/def2-TZVPD) of a cluster of 2 separate species, C4H6N2OS in total.

XYZ file:
```
14
Properties=species:S:1:pos:R:3:forces:R:3:lowdin_charge:R:1
C 0.425 2.193 0.429 -1.0 -1.8 0.6 -0.10
C 0.893 0.863 0.554 -0.5 0.8 -0.6 -0.40
C -0.200 0.133 0.300 -1.4 -2.9 0.3 -0.09
C -1.152 -2.145 -0.326 2.1 2.7 0.9 -0.42
N -0.864 2.227 0.260 -0.1 1.0 -0.1 0.05
N 2.202 0.454 0.740 1.9 0.0 -2.6 0.05
O -1.258 0.911 0.213 -0.8 0.0 -0.6 -0.10
S -1.337 -1.884 -1.948 -0.7 -0.1 -1.5 0.79
H 0.986 3.039 0.590 1.0 1.9 0.1 0.09
H -0.176 -2.492 -0.094 0.6 -0.8 0.1 0.00
H -1.781 -2.039 0.510 -1.2 0.0 0.4 0.02
H 2.145 -0.493 1.053 0.4 -0.7 0.2 0.06
H 2.604 0.416 -0.270 -0.3 -0.1 2.5 0.13
H -2.487 -1.183 -2.012 0.1 -0.2 0.3 -0.09
```
Positions in Å, forces in eV/Å.

**Energy relative to the best compared isomer or geometry (same formula, charge and spin)**: 163.9 kcal/mol
**Orbital gap (spin up / spin down)**: 7.85 / 7.28 eV
**LUMO level (spin up / spin down)**: -0.69 / -0.97 eV
**HOMO level (spin up / spin down)**: -0.314 / -0.303 Eh
**Spin multiplicity**: 1

=====

Number 1: calculated total energy -93696.484 eV. Number 2: calculated total energy -20102.236 eV.